(1)
C42H105N7 | wB97M-V/def2-TZVPD

Results
LUMO level	0.4	eV
2S+1	1
frontier orbital gap	8.4	eV

XYZ file:
```
154
C42H105N7 | OMol25 | wB97M-V/def2-TZVPD
C -9.13211 -7.81427 1.99113
C -9.44923 -6.92720 0.70887
N -8.37800 -5.87573 0.55757
C -8.86586 -4.58514 -0.08999
C -7.84124 -3.41537 -0.08631
C -7.10684 -6.40975 -0.02890
C -7.15411 -7.03451 -1.45224
H -8.31054 -8.51409 1.83818
H -9.96496 -8.47394 2.23464
H -9.06282 -7.25290 2.92288
H -9.47856 -7.53549 -0.19514
H -10.34715 -6.30926 0.70644
H -9.07597 -4.72130 -1.15085
H -9.72361 -4.16370 0.43419
H -7.03761 -3.59129 -0.80139
H -8.34152 -2.46397 -0.26701
H -7.34214 -3.38288 0.88216
H -6.72646 -7.15993 0.66439
H -6.34739 -5.63230 0.05425
H -7.11045 -6.23315 -2.18981
H -8.00995 -7.68660 -1.62667
H -6.30379 -7.69026 -1.63948
C 2.00541 0.26401 -1.84745
C 1.14702 -0.60948 -0.92311
N 0.39662 0.16401 0.12316
C 1.14371 0.61390 1.26852
C 0.58377 1.93014 1.81157
C -0.80015 -0.60239 0.53703
C -1.94045 -0.76450 -0.45497
H 1.33811 1.05693 -2.18523
H 2.26719 -0.33393 -2.72039
H 2.81936 0.82045 -1.38272
H 0.55931 -1.24464 -1.58587
H 1.88927 -1.29092 -0.50742
H 1.26555 -0.11056 2.07377
H 2.12620 0.88581 0.88267
H 1.24887 2.47462 2.48186
H 0.34785 2.62114 1.00227
H -0.36959 1.63370 2.24897
H -1.18045 -0.15496 1.45534
H -0.49259 -1.59392 0.86926
H -2.48419 0.17093 -0.58697
H -2.58826 -1.52922 -0.02644
H -1.74240 -1.14786 -1.45593
C 0.50272 -6.63988 1.93140
C -0.44408 -7.28650 0.85241
N -0.97164 -8.65269 1.10743
C -1.44218 -8.91142 2.52254
C -2.69042 -8.22658 3.05167
C -1.94142 -9.13178 0.11792
C -1.22172 -9.41883 -1.22676
H 1.05425 -5.85226 1.41801
H 1.27677 -7.31939 2.28808
H -0.01574 -6.26929 2.81567
H -1.32516 -6.64490 0.83967
H -0.05744 -7.39779 -0.16062
H -1.54224 -9.96415 2.78685
H -0.69517 -8.70771 3.28973
H -2.84070 -8.34573 4.12467
H -2.55549 -7.17210 2.81091
H -3.57739 -8.63495 2.56731
H -2.85309 -8.55853 -0.05047
H -2.30548 -10.06667 0.54400
H -1.09652 -8.50206 -1.80292
H -1.94828 -10.04882 -1.73989
H -0.28515 -9.95031 -1.05803
C 5.80280 -3.08677 2.89380
C 6.71123 -2.39607 3.89101
N 6.81316 -0.92154 3.68074
C 7.69917 -0.53313 2.52693
C 7.78077 0.92132 2.27080
C 6.83700 -0.04219 4.92728
C 8.16669 -0.16687 5.74934
H 6.07726 -2.96645 1.84580
H 4.85223 -2.55337 2.89168
H 5.56140 -4.13175 3.08832
H 6.38173 -2.61100 4.90754
H 7.74835 -2.72891 3.84977
H 7.37403 -0.95658 1.57663
H 8.69366 -0.87254 2.81657
H 6.83840 1.27646 1.85379
H 8.62787 1.12525 1.61587
H 8.03116 1.47344 3.17666
H 6.61713 1.02248 4.84829
H 6.05411 -0.37204 5.61020
H 8.28448 -1.12033 6.26426
H 8.99675 -0.04820 5.05291
H 8.29293 0.54550 6.56464
C -6.27475 3.44041 -2.84251
C -5.67727 3.12798 -1.46105
N -6.07077 4.16284 -0.51732
C -5.43496 5.45932 -0.78764
C -6.24023 6.57929 -0.10917
C -5.94625 3.71288 0.88203
C -7.10067 2.83516 1.27951
H -6.13038 4.43169 -3.27218
H -7.32649 3.18267 -2.96705
H -5.75406 2.73000 -3.48463
H -5.92951 2.14785 -1.05629
H -4.59173 3.08806 -1.55115
H -4.37466 5.32324 -0.57469
H -5.37730 5.64414 -1.86031
H -6.16495 6.43366 0.96843
H -5.90536 7.58758 -0.35274
H -7.28045 6.50919 -0.42718
H -6.04433 4.56024 1.56061
H -5.03506 3.15964 1.10953
H -7.10643 1.83166 0.85400
H -8.08818 3.20302 1.00093
H -6.99030 2.85475 2.36373
C 0.27171 6.94866 -1.52629
C 0.66791 8.11011 -0.48735
N 0.94053 7.65400 0.87058
C -0.22311 7.10872 1.59750
C -1.36846 8.15551 1.88130
C 2.17556 6.83350 1.00660
C 3.39822 7.65337 0.59850
H 1.06140 6.19778 -1.55214
H 0.27013 7.27462 -2.56641
H -0.68915 6.47806 -1.31802
H 1.46325 8.66291 -0.98728
H -0.14684 8.83329 -0.45118
H -0.67860 6.26819 1.07392
H 0.16551 6.64869 2.50605
H -2.14709 7.69356 2.48828
H -1.02881 8.84230 2.65658
H -1.81379 8.64087 1.01285
H 1.98224 5.94716 0.40235
H 2.22566 6.57008 2.06311
H 3.38546 8.69782 0.91004
H 3.68013 7.57773 -0.45169
H 4.29502 7.34251 1.13443
C 4.85285 4.11651 -4.99010
C 5.74975 3.05050 -5.66876
N 7.21503 3.20228 -5.56137
C 7.76446 2.89268 -4.16310
C 8.04471 1.36600 -3.94698
C 7.75202 4.40996 -6.17460
C 9.27103 4.48907 -6.00836
H 4.95930 4.12704 -3.90536
H 3.79018 4.00299 -5.20445
H 5.02483 5.02108 -5.57344
H 5.50024 2.09447 -5.20847
H 5.42243 2.99752 -6.70710
H 8.70020 3.35904 -3.85488
H 7.01952 3.19271 -3.42611
H 7.25076 0.74102 -4.35582
H 8.98846 0.98884 -4.34091
H 8.00648 1.07782 -2.89646
H 7.25483 5.32877 -5.86361
H 7.65561 4.28532 -7.25314
H 9.67650 4.73971 -5.02812
H 9.64539 5.29268 -6.64253
H 9.71661 3.54445 -6.32021
```

(2)
C42H105N7O14 | wB97M-V/def2-TZVPD

Results
LUMO level	0.6	eV
2S+1	1
frontier orbital gap	8.8	eV

XYZ file:
```
168
C42H105N7O14 | OMol25 | wB97M-V/def2-TZVPD
C -2.36653 -5.37838 -0.21274
O -0.96481 -5.41345 0.02927
C -0.33068 -6.57385 -0.49395
C 1.15144 -6.42535 -0.27007
N 1.65115 -5.23743 -1.00612
C 2.53824 -4.33750 -0.27063
C 1.79041 -3.43748 0.70996
O 2.76798 -2.59310 1.33401
C 2.10074 -1.76736 2.25054
H -2.83129 -6.35079 -0.05413
H -2.52356 -4.95654 -1.20795
H -2.75601 -4.63327 0.48326
H -0.58739 -6.69794 -1.55180
H -0.68103 -7.46124 0.05374
H 1.60198 -7.27919 -0.78771
H 1.40438 -6.40404 0.79023
H 0.82201 -4.72128 -1.27927
H 3.06520 -3.72256 -1.00197
H 3.26109 -4.93527 0.28564
H 1.34920 -4.07768 1.48191
H 1.04277 -2.81379 0.21101
H 2.82555 -1.15772 2.79238
H 1.65846 -2.37822 3.05628
H 1.29076 -1.18567 1.80030
C 1.64360 4.67049 0.22864
O 0.74968 3.59197 0.29692
C 0.97857 2.78090 1.43601
C -0.08679 1.72864 1.57196
N -1.34282 2.29856 2.00717
C -2.47517 1.40961 1.93236
C -2.73232 0.68169 0.63792
O -2.06459 -0.57455 0.71266
C -2.25976 -1.35511 -0.43450
H 1.68857 5.28265 1.13729
H 1.26229 5.28946 -0.58778
H 2.66048 4.36393 -0.04772
H 1.00822 3.39605 2.34927
H 1.97749 2.32312 1.36344
H 0.31459 1.05686 2.34839
H -0.16202 1.10523 0.67254
H -1.48501 3.20224 1.57355
H -3.31915 2.07190 2.16965
H -2.49700 0.70665 2.76949
H -2.39118 1.21192 -0.25892
H -3.81384 0.49991 0.53040
H -3.29571 -1.72946 -0.42132
H -1.59601 -2.21945 -0.46521
H -2.11515 -0.81748 -1.38194
C 7.26739 -0.66861 0.31826
O 6.22730 -0.61193 -0.60591
C 4.97474 -0.41586 0.01574
C 3.82678 -0.36612 -0.97495
N 3.92115 0.59321 -2.04768
C 4.10521 1.97362 -1.64595
C 4.12544 2.93633 -2.81320
O 4.98060 2.42780 -3.81554
C 4.90831 3.20692 -4.96971
H 8.20404 -0.79985 -0.22331
H 7.17651 -1.51370 1.01544
H 7.33470 0.26089 0.90151
H 5.01311 0.49443 0.63384
H 4.79216 -1.30334 0.63680
H 2.93594 -0.33755 -0.34118
H 3.84799 -1.33394 -1.48818
H 4.67058 0.31134 -2.66471
H 5.09458 2.13623 -1.17369
H 3.33447 2.21553 -0.91203
H 4.50161 3.89774 -2.44317
H 3.10879 3.02822 -3.22734
H 3.93080 3.08773 -5.46028
H 5.65273 2.87327 -5.69498
H 5.10518 4.27677 -4.82252
C -2.07693 -4.09885 -3.68745
O -1.57285 -5.41899 -3.70165
C -1.63349 -6.00844 -5.00512
C -1.39471 -7.51590 -4.82319
N -2.22918 -8.40253 -5.62306
C -3.62564 -8.43214 -5.18295
C -4.43156 -9.32954 -6.11337
O -4.26013 -8.99601 -7.47126
C -4.99156 -7.86861 -7.88509
H -1.60724 -3.55885 -2.87078
H -3.17240 -4.14084 -3.62696
H -1.87034 -3.58301 -4.63429
H -0.86704 -5.52097 -5.60951
H -2.65012 -5.85968 -5.39009
H -1.42644 -7.74876 -3.75906
H -0.36837 -7.74531 -5.12801
H -2.31253 -8.01908 -6.56217
H -4.07175 -7.42606 -5.23585
H -3.69363 -8.80197 -4.15909
H -5.49058 -9.32953 -5.82056
H -4.09706 -10.36127 -5.99055
H -5.95657 -8.17357 -8.30027
H -4.45866 -7.29117 -8.64435
H -5.14411 -7.14450 -7.07531
C 0.97125 6.13243 -3.88411
O 2.00629 7.07112 -3.72331
C 3.19549 6.71033 -4.38137
C 4.37710 7.38843 -3.71540
N 4.38290 7.07400 -2.28427
C 5.11516 8.05399 -1.47165
C 4.39827 9.36961 -1.23021
O 3.45869 9.38285 -0.15619
C 2.30364 8.61256 -0.32668
H 1.05070 5.36440 -3.10795
H 0.95395 5.69575 -4.88892
H -0.00707 6.61053 -3.79786
H 3.20334 6.95777 -5.44854
H 3.36098 5.63271 -4.23462
H 4.34098 8.46528 -3.93557
H 5.29435 6.96464 -4.13419
H 3.41468 7.12480 -1.99671
H 6.06595 8.31882 -1.93575
H 5.25082 7.61774 -0.47888
H 3.88791 9.71555 -2.14517
H 5.06678 10.18828 -0.95857
H 1.61563 8.81396 0.49539
H 2.48688 7.52919 -0.28395
H 1.79416 8.84865 -1.27079
C -2.92488 4.28076 -0.29358
O -2.78346 4.67844 1.03882
C -2.06974 5.88961 1.20786
C -2.45182 6.51025 2.55246
N -1.81128 7.79012 2.78629
C -0.42276 8.06557 2.48350
C 0.52454 7.63769 3.57233
O 0.35166 8.41988 4.72047
C 1.38605 8.27672 5.65572
H -3.61850 3.43926 -0.28159
H -1.97948 3.96406 -0.75047
H -3.37000 5.08282 -0.89410
H -2.27718 6.60180 0.39940
H -1.00062 5.64507 1.24998
H -2.08566 5.80646 3.31650
H -3.52835 6.57143 2.68785
H -2.43677 8.57025 2.83080
H -0.37260 9.12704 2.22871
H -0.14374 7.59485 1.52960
H 1.56286 7.62457 3.20881
H 0.30769 6.58414 3.82670
H 1.42857 9.18682 6.25224
H 2.36792 8.15099 5.17650
H 1.28407 7.40827 6.32014
C -3.07777 -9.82057 6.74562
O -3.22385 -8.56082 6.14612
C -4.29466 -7.75783 6.59958
C -3.77345 -6.33722 6.74115
N -4.87090 -5.42966 7.00041
C -4.71558 -4.01600 6.82321
C -4.24644 -3.57650 5.43791
O -4.44524 -2.17767 5.35413
C -4.11989 -1.65344 4.09317
H -2.55837 -9.69810 7.70185
H -2.51567 -10.45441 6.06296
H -4.02801 -10.34242 6.91650
H -4.58047 -8.10044 7.60399
H -5.14080 -7.82092 5.91009
H -3.27520 -6.07785 5.79621
H -3.02570 -6.29327 7.53794
H -5.80086 -5.77795 6.85584
H -4.03566 -3.57362 7.56502
H -5.66511 -3.52403 7.04248
H -4.83971 -4.09847 4.67323
H -3.18086 -3.79398 5.29068
H -4.77107 -2.00283 3.28962
H -3.03611 -1.72324 3.93754
H -4.26811 -0.56920 4.16548
```

(3)
C42H105N7O14 | wB97M-V/def2-TZVPD

Results
LUMO level	0.5	eV
2S+1	1
frontier orbital gap	8.8	eV

XYZ file:
```
168
C42H105N7O14 | OMol25 | wB97M-V/def2-TZVPD
C 2.15339 1.50944 -4.98986
O 2.28145 0.60681 -6.17591
C 1.22800 0.13596 -6.91176
C 1.66251 -1.02141 -7.86345
N 2.17375 -2.16876 -7.07516
C 1.24081 -3.23160 -6.69577
C 2.03749 -4.34820 -6.02075
O 2.31057 -3.83339 -4.73221
C 3.12715 -4.61693 -3.90283
H 3.06051 1.80191 -4.46098
H 1.59067 0.92649 -4.26074
H 1.62414 2.41993 -5.27091
H 0.76051 0.98737 -7.40638
H 0.39335 -0.26315 -6.33540
H 2.40622 -0.65874 -8.57301
H 0.86713 -1.19215 -8.58892
H 2.48166 -1.88973 -6.15460
H 0.66108 -3.62731 -7.52969
H 0.57687 -2.84696 -5.92161
H 2.92380 -4.62845 -6.58998
H 1.46828 -5.27761 -6.00370
H 3.35129 -4.07433 -2.98444
H 4.07110 -4.73577 -4.43473
H 2.80042 -5.63600 -3.69582
C 11.44669 7.81510 4.92943
O 10.31266 7.52306 5.64301
C 9.53372 6.36719 5.31236
C 9.07228 6.43361 3.88415
N 8.31063 5.22521 3.50946
C 7.53220 5.44971 2.35749
C 6.64457 4.10110 2.03448
O 5.80818 3.66844 3.10610
C 5.25990 2.45008 2.80489
H 12.18606 7.01901 5.01710
H 11.77128 8.66974 5.52301
H 11.28704 8.09026 3.88689
H 8.70580 6.42511 6.01896
H 10.06053 5.44059 5.54038
H 9.91056 6.46849 3.18833
H 8.63255 7.41797 3.72355
H 7.62339 4.84904 4.14688
H 8.15031 5.63150 1.47829
H 6.88092 6.30588 2.53330
H 7.35888 3.33282 1.73850
H 6.11012 4.24661 1.09570
H 4.54635 2.06351 3.53257
H 5.97497 1.62825 2.76790
H 4.83005 2.51716 1.80548
C -5.19617 -0.21061 0.72071
O -5.31317 0.30393 -0.61209
C -4.27014 0.05554 -1.55622
C -4.10843 -1.43336 -1.86049
N -5.27346 -2.32384 -1.78086
C -6.46327 -1.84063 -2.36607
C -7.36869 -2.96920 -2.78727
O -6.69353 -3.81134 -3.66734
C -7.61418 -4.54426 -4.54273
H -5.28940 -1.29317 0.80718
H -6.07422 0.12830 1.27049
H -4.26272 0.09223 1.19510
H -3.32245 0.51711 -1.27885
H -4.60292 0.59936 -2.44031
H -3.28749 -1.82689 -1.26108
H -3.79903 -1.44406 -2.90560
H -5.09864 -3.08251 -2.42426
H -6.18606 -1.19958 -3.20291
H -6.99047 -1.29608 -1.58273
H -8.31648 -2.69441 -3.25018
H -7.78895 -3.46854 -1.91426
H -8.35237 -5.17028 -4.04144
H -7.03539 -5.18530 -5.20769
H -8.11151 -3.96356 -5.31962
C -0.00178 -1.86647 -2.59453
O -0.18435 -1.32794 -1.21248
C -0.21435 -2.34551 -0.21653
C -0.57749 -1.90064 1.16189
N 0.41699 -1.16606 2.04327
C 1.14408 -0.05577 1.34917
C 2.66786 -0.09041 1.69094
O 3.23428 -1.34919 1.46386
C 4.46532 -1.61106 2.22814
H 1.05708 -2.12439 -2.61426
H -0.30260 -1.09915 -3.30785
H -0.46295 -2.83929 -2.76500
H 0.65746 -2.99471 -0.13539
H -0.92486 -3.15272 -0.39453
H -0.78940 -2.76263 1.79448
H -1.47201 -1.27780 1.16444
H 1.18604 -1.76041 2.31787
H 0.65019 0.89055 1.56973
H 1.18710 -0.15441 0.26450
H 2.66408 0.18522 2.74550
H 3.21589 0.66631 1.12957
H 4.37771 -1.53756 3.31212
H 5.22099 -0.90633 1.88111
H 4.87026 -2.61223 2.08057
C 1.92857 1.49300 -1.34256
O 2.51842 2.68995 -1.97247
C 3.89848 3.05974 -1.56976
C 4.48702 4.14173 -2.47410
N 3.49222 5.25026 -2.67809
C 3.89667 6.11150 -3.86170
C 2.76959 7.02092 -4.30337
O 3.34887 8.20351 -4.84917
C 2.38671 9.11540 -5.37657
H 2.52235 0.57931 -1.36898
H 1.02153 1.18573 -1.86312
H 1.53786 1.77146 -0.36383
H 4.61780 2.25412 -1.71695
H 3.85684 3.38643 -0.53070
H 4.62135 3.64624 -3.43564
H 5.41803 4.66912 -2.26627
H 2.55299 4.87940 -2.69835
H 4.19006 5.48862 -4.70670
H 4.70713 6.80034 -3.62346
H 2.28530 7.25889 -3.35630
H 2.06645 6.41700 -4.87693
H 1.84352 8.62301 -6.18316
H 2.89478 10.02398 -5.69975
H 1.62880 9.40143 -4.64729
C 0.56877 -5.46855 2.35945
O -0.66964 -4.91551 1.91495
C -1.64795 -4.66993 2.92849
C -2.89858 -4.31343 2.34102
N -3.31383 -5.43845 1.42883
C -4.65657 -5.05887 0.80695
C -4.78485 -5.82507 -0.50421
O -3.61557 -5.85933 -1.30322
C -3.65362 -6.22607 -2.63220
H 1.20841 -4.62420 2.61644
H 1.11897 -5.83330 1.49208
H 0.48456 -6.24261 3.12223
H -1.29950 -3.91493 3.63323
H -1.65879 -5.54342 3.58042
H -2.89497 -3.40383 1.74043
H -3.46405 -3.97687 3.20997
H -2.65021 -5.55414 0.67629
H -4.78772 -4.02135 0.49961
H -5.51639 -5.25497 1.44755
H -5.55724 -5.35874 -1.11581
H -5.04083 -6.86632 -0.30829
H -3.79618 -7.30157 -2.73743
H -2.62676 -6.09010 -2.97158
H -4.44289 -5.62503 -3.08375
C -7.82113 1.08665 9.87446
O -7.01500 0.87738 8.74865
C -7.47329 -0.13851 7.89708
C -6.75377 0.04064 6.59276
N -6.90473 -1.07236 5.74229
C -6.36752 -0.89162 4.37795
C -4.79847 -0.81429 4.23718
O -4.34879 0.53307 4.35244
C -3.05801 0.64765 3.77357
H -7.32890 1.73094 10.60296
H -7.93100 0.16092 10.43929
H -8.80683 1.45953 9.59614
H -8.55366 -0.05036 7.78249
H -7.33072 -1.03786 8.49619
H -5.78657 0.45549 6.87651
H -7.14962 0.92388 6.09147
H -7.54684 -1.79590 6.03260
H -6.84660 -0.15611 3.73172
H -6.63038 -1.78599 3.81305
H -4.33114 -1.27695 3.36790
H -4.43005 -1.43594 5.05322
H -2.35620 0.19499 4.47405
H -2.87992 1.70239 3.98312
H -2.91486 0.33541 2.73911
```

Relative energy (zero: lowest compared OMol25 entry of this formula, charge and spin) readings, ordered: 4.1290, 0.2055, 5.5258 eV